No. 1
Here is a cluster of 2 separate species, CH4INS in total from the OMol25 dataset. Energies are from wB97M-V/def2-TZVPD.

XYZ file:
```
8
CH4INS wB97M-V/def2-TZVPD
C -0.3657 0.2067 0.1942
N 0.4496 -0.0990 -0.8695
S -1.4016 -1.1205 2.1415
I -2.4540 -2.4281 0.4218
H -1.3862 0.4273 -0.0643
H 1.4167 -0.2632 -0.6192
H 0.0807 0.7701 0.9975
H 0.0987 -0.6652 -1.6211
```

Frontier orbital gap (spin up / spin down) in eV: 4.85 / 6.22
Multiplicity: 3
Lowest unoccupied orbital energy (spin up / spin down) in eV: -0.85 / -2.40
Relative energy (zero: lowest compared OMol25 entry of this formula, charge and spin) in kcal/mol: 25.23

Atom charges from the natural (NBO) analysis, given in e for atoms 1 to 2:
1 C -0.25
2 N -0.80


No. 2
Here is an isolated molecule of CHBrN4 from the OMol25 dataset. Energies are from wB97M-V/def2-TZVPD.

XYZ file:
```
7
CHBrN4 wB97M-V/def2-TZVPD
C 0.3072 0.1543 -0.0873
N 1.1632 -1.0445 -0.0433
N 0.8964 1.2237 -0.0270
N 2.3322 -0.8710 0.0201
N 2.9861 0.1635 0.2332
Br 4.8025 0.0880 -0.0223
H -0.6177 -0.1837 0.0822
```

Frontier orbital gap (spin up / spin down) in eV: 7.72 / 7.72
Lowest unoccupied orbital energy (spin up / spin down) in eV: -2.03 / -2.02
Relative energy (zero: lowest compared OMol25 entry of this formula, charge and spin) in kcal/mol: 73.69

Atom charges from the natural (NBO) analysis, given in e for atoms 1 to 2:
1 C 0.02
2 N -0.17


No. 3
Here is the ion C4H10N with charge +1 from the OMol25 dataset. Energies are from wB97M-V/def2-TZVPD.

XYZ file:
```
15
C4H10N wB97M-V/def2-TZVPD
C -1.8668 0.4156 -0.2111
C -0.4662 0.4379 0.2050
C 0.1197 -0.5338 1.2285
C 0.5019 -0.6041 -0.2797
N 1.7774 0.0335 -0.6124
H -1.9393 0.1803 -1.3419
H -2.3811 1.4285 -0.2356
H -2.5442 -0.2422 0.3162
H -0.0244 1.4835 0.0718
H 0.7404 -0.1148 1.9802
H -0.4637 -1.3240 1.6878
H 0.3382 -1.4546 -0.8120
H 2.1278 -0.3258 -1.4657
H 2.3137 -0.4612 0.1293
H 1.7664 1.0813 -0.6604
```

Frontier orbital gap in eV: 11.31
Net charge: +1
Lowest unoccupied orbital energy in eV: -3.72
SMILES string: C[C@H]1C[C@@H]1[NH3+]
Relative energy (zero: lowest compared OMol25 entry of this formula, charge and spin) in kcal/mol: 50.84

Atom charges from the natural (NBO) analysis, given in e for atoms 1 to 2:
1 C -0.65
2 C -0.20


No. 4
Here is a cluster of 3 separate species, C6H13N4 in total from the OMol25 dataset. Energies are from wB97M-V/def2-TZVPD.

XYZ file:
```
23
C6H13N4 wB97M-V/def2-TZVPD
C 3.5878 -0.0808 -0.0177
C 2.3780 0.6087 -0.0311
C 2.1442 -1.6277 0.1547
C -2.7171 -1.7768 0.0565
C -1.3150 -2.2873 -0.1349
C 0.1123 -0.2963 0.2733
N 3.3704 -1.4454 -0.0600
N 1.4097 -0.3462 0.0819
N -0.6336 0.7761 0.1236
N -0.8381 3.4541 -0.1481
H 4.6263 0.3154 -0.1609
H 2.1942 1.7317 -0.0740
H 1.4468 -2.4966 0.2314
H -3.0449 -2.3258 0.8617
H -3.3507 -1.7659 -0.7998
H -2.5273 -0.7898 0.3650
H -0.9114 -2.8668 0.6675
H -0.9385 -2.3542 -1.0663
H -1.6762 0.6379 0.4430
H -0.3499 1.6974 0.0888
H -1.8799 3.4470 -0.3023
H -0.5858 4.2712 0.4879
H -0.5015 3.5200 -1.0403
```

Frontier orbital gap (spin up / spin down) in eV: 7.97 / 7.97
Net charge: +1
Lowest unoccupied orbital energy (spin up / spin down) in eV: -4.86 / -4.86
Relative energy (zero: lowest compared OMol25 entry of this formula, charge and spin) in kcal/mol: 99.37

Atom charges from the natural (NBO) analysis, given in e for atoms 1 to 2:
1 C -0.04
2 C -0.10


No. 5
Here is a structure of composition C37H53Br2CsN8O11S from the OMol25 dataset. Energies are from wB97M-V/def2-TZVPD.

XYZ file:
```
113
C37H53Br2CsN8O11S wB97M-V/def2-TZVPD
Cs -1.2691 -0.3330 1.7404
N 1.5817 -1.4833 -1.6866
C 1.8076 -2.8660 -2.0377
C 3.0648 -3.3608 -1.3261
N 2.8227 -3.4241 0.0973
C 4.0312 -3.5619 0.8766
C 3.7402 -3.6614 2.3848
N 3.3486 -2.4442 3.0585
H 0.6449 -1.1907 -1.9361
H 2.2390 -0.8643 -2.1492
H 1.9167 -3.0366 -3.1305
H 0.9581 -3.4488 -1.6719
H 3.9026 -2.6828 -1.5820
H 3.3305 -4.3665 -1.6804
H 2.3167 -2.5845 0.3726
H 4.7483 -2.7333 0.7023
H 4.5225 -4.4892 0.5506
H 4.6595 -4.0307 2.8644
H 2.9539 -4.4010 2.5422
H 3.8439 -1.6394 2.6914
H 2.3521 -2.2635 2.9754
O -2.3601 -0.2494 4.5427
C -1.2586 0.2716 4.5056
O -0.2154 -0.1331 3.9151
C -0.9814 1.5708 5.2766
C -0.8257 1.5118 6.6345
C -0.4123 2.6435 7.3599
C -0.0726 3.7997 6.6731
C -0.2284 3.8755 5.2958
C -0.7441 2.7725 4.5584
O -1.0127 2.9234 3.2936
N 0.1188 5.0928 4.6524
O 0.1755 6.1061 5.3482
O 0.3454 5.0948 3.4550
N -0.3114 2.5935 8.7642
O 0.1185 3.5875 9.3619
O -0.6624 1.5628 9.3479
H -0.9999 0.5892 7.1689
H 0.3104 4.6603 7.1975
Br -4.2090 1.6993 -1.7746
C -2.5707 2.4384 -1.1228
Br -1.1095 1.2956 -1.5762
H -2.6256 2.5044 -0.0332
H -2.4369 3.4050 -1.6020
O -2.3194 2.1226 2.8922
O -2.3393 1.8053 1.6190
C -6.7569 -2.2235 -2.5342
C -5.6359 -2.8139 -1.7292
C -5.3481 -2.3073 -0.4687
C -4.3336 -2.8220 0.3212
C -4.1568 -2.2963 1.7073
C -3.5223 -3.8588 -0.1982
C -2.3652 -4.3396 0.5405
O -1.8889 -3.8531 1.5467
C -3.8169 -4.3937 -1.4705
C -2.9800 -5.4798 -2.0879
C -4.8756 -3.8783 -2.1975
H -6.6269 -1.1447 -2.6190
H -7.7128 -2.4061 -2.0409
H -6.8031 -2.6565 -3.5322
H -5.9347 -1.4778 -0.0984
H -4.9657 -1.6140 1.9660
H -3.2114 -1.7682 1.8161
H -4.1265 -3.1103 2.4322
H -1.8846 -5.2406 0.1088
H -1.9711 -5.1135 -2.2757
H -3.4169 -5.7920 -3.0361
H -2.9112 -6.3503 -1.4373
H -5.1063 -4.3047 -3.1670
O -0.8192 -2.6124 4.2013
C 0.0195 -2.0889 3.6168
C -1.0468 -4.0579 -5.8000
N -1.0476 -3.5513 -4.4512
C -1.9982 -2.7569 -3.8978
N -3.1445 -2.5301 -4.5844
S -1.7399 -2.0765 -2.4202
H -0.1963 -4.7259 -5.9203
H -0.9810 -3.2583 -6.5471
H -1.9546 -4.6361 -5.9894
H -0.1691 -3.5341 -3.9555
H -3.4294 -3.1509 -5.3231
H -3.8704 -2.0767 -4.0515
C 0.7790 4.7831 -4.9343
C 1.7501 4.6715 -3.7879
C 2.6916 5.6812 -3.5710
C 3.5758 5.5905 -2.4992
C 4.5937 6.6765 -2.2550
C 3.5083 4.5205 -1.6360
C 2.5425 3.4801 -1.7906
C 1.6915 3.6030 -2.9325
N 2.3227 2.4305 -1.0310
C 3.0122 2.1155 0.1892
C 2.2640 0.9057 0.7759
C 4.4692 1.6955 -0.1029
C 2.9859 3.2216 1.2640
H 1.1885 5.4009 -5.7325
H -0.1518 5.2438 -4.5977
H 0.5360 3.8004 -5.3351
H 2.7233 6.5343 -4.2366
H 4.5713 7.4214 -3.0497
H 5.6012 6.2611 -2.1989
H 4.3914 7.1794 -1.3081
H 4.2105 4.4861 -0.8169
H 0.9679 2.8154 -3.0817
H 2.1537 0.1351 0.0167
H 1.2754 1.2284 1.0919
H 2.7965 0.5117 1.6401
H 4.4731 0.7969 -0.7183
H 5.0056 1.4949 0.8231
H 4.9906 2.4778 -0.6490
H 1.9967 3.6715 1.3125
H 3.7137 4.0066 1.0786
H 3.2055 2.7819 2.2354
```

Frontier orbital gap in eV: 3.48
Net charge: -2
Lowest unoccupied orbital energy in eV: 2.88

Atom charges from the Mulliken analysis, given in e for atoms 1 to 2:
1 Cs 2.43
2 N 0.07


No. 6
Here is an isolated molecule of CH5N3O from the OMol25 dataset. Energies are from wB97M-V/def2-TZVPD.

XYZ file:
```
10
CH5N3O wB97M-V/def2-TZVPD
C -0.4597 -1.7047 -0.6049
N 0.6365 2.4372 0.8760
N -0.2071 1.6000 1.0660
N 0.1937 0.3553 -0.0401
O 0.0179 -0.8905 0.4775
H -1.4497 -1.3055 -1.0569
H -0.7076 -2.7761 -0.4515
H 0.2291 -1.6167 -1.3854
H 0.5650 3.3374 1.3203
H 1.1819 0.5636 -0.2009
```

Frontier orbital gap (spin up / spin down) in eV: 7.74 / 7.73
Multiplicity: 3
Lowest unoccupied orbital energy (spin up / spin down) in eV: 1.16 / -1.91
Relative energy (zero: lowest compared OMol25 entry of this formula, charge and spin) in kcal/mol: 78.65

Atom charges from the natural (NBO) analysis, given in e for atoms 1 to 2:
1 C -0.27
2 N -0.44


No. 7
Here is a structure of composition C2H3O3S from the OMol25 dataset. Energies are from wB97M-V/def2-TZVPD.

XYZ file:
```
9
C2H3O3S wB97M-V/def2-TZVPD
C -0.2979 -0.5744 0.6244
C 0.4090 -0.3976 -0.4812
O 2.0428 -2.3217 -1.1209
O 0.4801 -1.6555 -2.9416
O -0.8787 -3.0287 -0.3033
S 0.7036 -1.8877 -1.4748
H -0.4301 0.1095 1.4738
H -0.4057 -1.6720 0.7448
H 0.9290 0.5476 -0.9214
```

Frontier orbital gap (spin up / spin down) in eV: 8.17 / 8.18
Net charge: -1
Lowest unoccupied orbital energy (spin up / spin down) in eV: 3.94 / 3.87
Relative energy (zero: lowest compared OMol25 entry of this formula, charge and spin) in kcal/mol: 133.18

Atom charges from the natural (NBO) analysis, given in e for atoms 1 to 2:
1 C -0.40
2 C -0.47


No. 8
Here is an isolated molecule of C10H13P from the OMol25 dataset. Energies are from wB97M-V/def2-TZVPD.

XYZ file:
```
24
C10H13P wB97M-V/def2-TZVPD
C -2.7158 0.3031 2.0765
C -1.5606 -0.1054 1.1315
C -1.8355 0.3765 -0.1702
C -1.1010 1.1351 -1.0190
P 0.6183 1.0767 -0.4196
C 1.3805 2.2341 -1.6061
C 1.1626 -0.5258 -0.7867
C 2.1896 -0.7483 -1.8327
C 1.2683 -1.5784 0.2191
C 0.4562 -1.8184 1.3356
C -0.6907 -0.9603 1.7674
H -2.5342 0.1690 3.1594
H -3.6849 -0.1746 1.6579
H -2.9629 1.3643 1.9710
H -2.9397 0.4155 -0.2734
H 0.6484 3.1193 -1.7592
H 1.5431 1.6400 -2.5159
H 2.2992 2.6530 -1.1963
H 3.1233 -0.0961 -1.7057
H 1.5865 -0.2970 -2.7899
H 2.3237 -1.8387 -1.9527
H 1.8513 -2.4675 0.0004
H 0.6917 -2.6124 2.0289
H -1.1176 -1.2637 2.6797
```

Frontier orbital gap (spin up / spin down) in eV: 5.71 / 6.98
Lowest unoccupied orbital energy (spin up / spin down) in eV: -1.28 / -0.81
SMILES string: CC1=C/C#P(C)\C(C)=C/C=C\1
Relative energy (zero: lowest compared OMol25 entry of this formula, charge and spin) in kcal/mol: 101.19

Atom charges from the natural (NBO) analysis, given in e for atoms 1 to 2:
1 C -0.64
2 C 0.05


No. 9
Here is a structure of composition C18H8CdCl2N5O5 from the OMol25 dataset. Energies are from wB97M-V/def2-TZVPD.

XYZ file:
```
39
C18H8CdCl2N5O5 wB97M-V/def2-TZVPD
Cd 0.2064 -0.9231 0.4848
Cl -3.7448 -2.0338 3.4598
C -3.7872 -1.6730 1.7623
C -4.9971 -1.8244 1.0747
C -5.0886 -1.5425 -0.2554
Cl -6.6184 -1.7446 -1.0769
C -3.9549 -1.0862 -0.9630
C -3.9622 -0.7450 -2.3339
C -2.8255 -0.2891 -2.9331
C -1.6538 -0.1829 -2.1674
N -1.6055 -0.5009 -0.8990
C -2.7336 -0.9455 -0.2644
C -2.6121 -1.2448 1.1512
O -1.5019 -1.0995 1.7882
H -5.8681 -2.1715 1.6149
H -4.8805 -0.8505 -2.8962
H -2.8105 -0.0159 -3.9795
H -0.7314 0.1674 -2.6166
O 3.4638 0.4057 1.7755
C 2.8547 0.4105 0.7236
O 1.5854 0.6553 0.5713
C 3.6368 0.1936 -0.5650
C 4.9990 -0.0715 -0.4852
C 5.7455 -0.2716 -1.6339
C 5.1044 -0.2032 -2.8569
C 3.7527 0.0515 -2.9700
C 3.0224 0.2509 -1.8098
N 5.8954 -0.4007 -4.0923
O 5.3167 -0.3085 -5.1563
O 7.0936 -0.5643 -3.9782
H 5.4525 -0.1164 0.4956
H 6.8050 -0.4777 -1.5991
H 3.2973 0.0892 -3.9482
H 1.9650 0.4678 -1.8600
N -0.0622 -6.6715 -2.5045
C 0.4911 -5.7430 -2.0820
N 1.2035 -4.7267 -1.6626
C 0.9416 -3.7478 -0.9114
N 0.8318 -2.8087 -0.2237
```

Frontier orbital gap in eV: 7.07
Net charge: -1
Lowest unoccupied orbital energy in eV: 1.43
Relative energy (zero: lowest compared OMol25 entry of this formula, charge and spin) in kcal/mol: 4.11

Atom charges from the natural (NBO) analysis, given in e for atoms 1 to 2:
1 Cd 1.73
2 Cl 0.00


No. 10
Here is a cluster of 10 separate species, C2H24N4O10 in total from the OMol25 dataset. Energies are from wB97M-V/def2-TZVPD.

XYZ file:
```
40
C2H24N4O10 wB97M-V/def2-TZVPD
N 11.5434 -12.6763 14.3076
C 10.5875 -11.6897 14.2706
N 10.7747 -10.7855 13.2613
O 9.6996 -11.6481 15.1115
H 12.2164 -12.7596 13.5685
H 11.4347 -13.3986 15.0161
H 10.2379 -9.9432 13.1432
H 11.4982 -10.9569 12.5799
N 8.7880 -8.2170 12.7990
C 7.6498 -8.9594 12.9057
N 7.4505 -9.9065 11.9496
O 7.0219 -8.9033 13.9661
H 8.8047 -7.5297 13.5370
H 9.4539 -8.2212 12.0500
H 6.8625 -10.6380 12.3368
H 8.2961 -10.3351 11.6006
O 7.4756 -10.7698 16.4231
H 8.0126 -11.5620 16.3578
H 8.0507 -10.0667 16.1129
O 11.4703 -14.9897 15.8448
H 11.1680 -15.3640 16.6777
H 11.9257 -15.7177 15.4030
O 12.4051 -12.2954 11.2671
H 13.1158 -11.6711 11.0691
H 12.5942 -13.0617 10.7133
O 12.5884 -12.0042 17.1361
H 12.1172 -11.9544 16.2964
H 12.0028 -11.5733 17.7688
O 13.0548 -15.6077 13.6246
H 12.1972 -15.1584 13.6465
H 13.2142 -15.7736 12.6902
O 14.2684 -14.0602 16.1287
H 14.0095 -14.9479 16.3858
H 14.0190 -13.9955 15.2026
O 8.6069 -14.3672 16.0112
H 8.8517 -14.5525 16.9223
H 9.1914 -13.6450 15.7391
O 9.4214 -13.0589 11.1142
H 9.4895 -13.2072 10.1651
H 10.1976 -12.5309 11.3358
```

Frontier orbital gap in eV: 8.90
Lowest unoccupied orbital energy in eV: -0.78
SMILES string: NC(N)=O.NC(N)=O.O.O.O.O.O.O.O.O
Relative energy (zero: lowest compared OMol25 entry of this formula, charge and spin) in kcal/mol: 16.73

Atom charges from the natural (NBO) analysis, given in e for atoms 1 to 2:
1 N -0.90
2 C 0.79


No. 11
Here is a cluster of 2 separate species, C2H8OS in total from the OMol25 dataset. Energies are from wB97M-V/def2-TZVPD.

XYZ file:
```
12
C2H8OS wB97M-V/def2-TZVPD
S -2.9830 0.2421 -0.5488
H -4.0228 1.1394 -0.7275
H -2.3938 0.5247 -1.7200
C 1.2767 0.3012 0.2112
O 2.1226 -0.3115 -0.7536
C 0.5628 -0.7818 1.0321
H 0.5133 0.9340 -0.2534
H 1.8740 0.8888 0.9184
H 1.8974 0.0241 -1.6116
H -0.2742 -1.1387 0.4259
H 0.1401 -0.2406 1.8794
H 1.2869 -1.5818 1.1480
```

Frontier orbital gap (spin up / spin down) in eV: 2.80 / 9.16
Net charge: -1
Multiplicity: 2
Lowest unoccupied orbital energy (spin up / spin down) in eV: 3.68 / 3.76
Relative energy (zero: lowest compared OMol25 entry of this formula, charge and spin) in kcal/mol: 5.66

Atom charges from the natural (NBO) analysis, given in e for atoms 1 to 2:
1 S -0.84
2 H 0.01


Record-wise total energy values, in eV: -21524.3844; -77050.0417; -5791.6532; -12382.5990; -225130.5293; -7628.0566; -19096.4772; -19862.9542; -66094.4919; -28900.4458; -15084.8435